Here is a 2-piece molecular cluster, C5H10O2 overall from the OMol25 dataset. Energies are from ωB97M-V with the def2-TZVPD basis set.

Last columns: bonded neighbours and bond lengths (Å).
CARTESIAN COORDINATES (ANGSTROEM)
1 C -1.730 -0.544 0.429  C2 1.292, C3 1.539, H8 1.036
2 C -1.520 -0.367 -0.833  C1 1.292, H9 1.105, H17 1.042
3 C -1.349 0.530 1.463  C1 1.539, H10 1.029, H11 1.192, H12 1.153
4 C 3.341 0.554 1.090  C5 1.502, H13 1.055, H14 1.209, H15 1.170
5 C 2.193 0.172 0.200  C4 1.502, O6 1.366, O7 1.191
6 O 1.837 -1.131 0.402  C5 1.366, H16 0.958
7 O 1.867 0.741 -0.795  C5 1.191
8 H -2.230 -1.296 0.936  C1 1.036
9 H -1.002 0.510 -1.262  C2 1.105
10 H -1.025 0.052 2.313  C3 1.029
11 H -0.642 1.434 1.140  C3 1.192
12 H -2.313 1.105 1.726  C3 1.153
13 H 3.280 -0.076 1.935  C4 1.055
14 H 4.380 0.211 0.577  C4 1.209
15 H 3.447 1.703 1.284  C4 1.170
16 H 1.189 -1.462 -0.220  O6 0.958
17 H -1.629 -1.165 -1.494  C2 1.042

Energy relative to the best compared isomer or geometry (same formula, charge and spin): 226.9 kJ/mol
Kohn-Sham gap: 10.59 eV
Highest occupied orbital energy: -9.80 eV
SMILES: CC(=O)O.C=CC